# 1
The following is a quantum chemistry calculation of a structure of composition C21H39Cl5N6OPtSSbSi3, from OMol25.

## Properties
LUMO: -10.09 eV
DFT total energy: -5153.81924 Ha
orbital gap: 5.88 eV
total charge: +3

Structure (XYZ):
```
78
Properties=species:S:1:pos:R:3:forces:R:3
Pt -0.461067 -1.330766 0.093067 -0.023 0.513 0.109
N -2.421207 -1.041132 -0.396581 -0.239 0.165 -0.052
N -3.307157 -1.224916 0.696317 0.060 -0.026 -0.093
C -2.858915 -1.249556 1.963816 0.009 -0.019 -0.026
N -3.739784 -1.427014 2.930998 0.020 0.025 0.020
S -1.202043 -1.022914 2.322190 -0.135 -0.013 0.098
H -2.598455 -0.121610 -0.805294 0.018 -0.047 0.046
H -2.656065 -1.755091 -1.095551 -0.043 0.032 0.057
H -4.267964 -1.433003 0.456848 0.001 0.029 0.041
H -4.731962 -1.522664 2.768766 -0.001 -0.011 -0.015
H -3.425044 -1.473750 3.888925 0.003 -0.010 -0.006
Cl -2.196510 -3.732503 -1.404300 0.174 -0.222 -0.019
C -0.908795 -3.002039 -2.369728 -0.075 -0.029 -0.047
C -0.074186 -2.014840 -1.828887 -0.021 -0.134 -0.006
C 1.005170 -1.662186 -2.633889 -0.015 0.024 -0.022
Cl 2.231054 -0.624235 -2.004242 0.099 0.135 0.132
C 1.180654 -2.141491 -3.934911 -0.004 -0.011 -0.013
Cl 2.495492 -1.610969 -4.888688 0.003 -0.002 0.016
C 0.271998 -3.057534 -4.465423 -0.034 0.031 0.050
Cl 0.443690 -3.623599 -6.060241 0.012 -0.011 0.005
C -0.771471 -3.517852 -3.659812 0.054 0.046 -0.012
Cl -1.853675 -4.690917 -4.269308 0.011 0.001 0.026
C 0.590472 1.908063 -3.499132 -0.042 -0.010 0.047
Si 1.260039 2.596456 -1.912411 0.083 -0.035 -0.030
C 3.044642 2.395608 -1.418631 -0.050 0.038 0.068
C 0.805907 4.389523 -1.754953 -0.043 -0.025 -0.041
Sb -0.155592 1.483654 0.112498 -0.031 -0.443 -0.126
Si -2.605713 2.442017 0.002045 -0.091 0.153 0.067
C -3.451884 2.131562 1.637715 0.097 -0.035 0.026
C -2.356410 4.259602 -0.305005 -0.052 -0.036 -0.011
C -3.481119 1.680047 -1.479601 -0.053 0.019 -0.003
Si 0.985692 2.227029 2.386347 0.131 0.049 0.026
C -0.143565 2.042541 3.841759 -0.086 -0.003 -0.096
C 2.567839 1.257668 2.503870 -0.045 -0.050 -0.063
C 1.235785 4.012621 1.915864 0.022 -0.005 0.095
H 1.284759 2.144197 -4.309951 0.038 0.005 -0.003
H -0.354004 2.406153 -3.729260 -0.008 -0.013 -0.014
H 0.434902 0.832005 -3.500728 0.001 -0.005 -0.015
H 3.673710 2.383416 -2.311720 0.002 -0.037 -0.029
H 3.266042 1.505584 -0.835049 0.020 -0.043 -0.013
H 3.339355 3.265234 -0.826833 -0.001 0.012 -0.028
H 1.439715 4.872706 -2.510110 0.010 0.031 0.001
H 1.053877 4.848573 -0.800541 -0.004 -0.003 0.024
H -0.222962 4.616976 -2.018732 0.001 0.012 -0.015
H -3.345160 3.014604 2.270850 0.001 0.017 -0.004
H -3.035957 1.290958 2.192917 -0.028 0.026 -0.007
H -4.521725 1.965796 1.494896 -0.025 0.012 -0.029
H -1.535799 4.722393 0.240425 0.014 -0.015 0.024
H -3.276334 4.750435 0.028275 -0.024 0.012 -0.011
H -2.240616 4.474968 -1.366125 0.008 0.010 -0.002
H -4.189225 0.879304 -1.249773 -0.011 0.033 0.041
H -2.800969 1.343544 -2.266687 -0.015 0.050 -0.059
H -4.089787 2.475625 -1.918581 0.008 0.012 -0.019
H -0.315417 1.007191 4.126205 0.000 -0.011 0.020
H -1.103958 2.536108 3.685846 -0.006 -0.017 0.019
H 0.346711 2.540403 4.684053 0.019 0.023 0.004
H 2.486487 0.296290 1.995675 -0.018 0.019 0.031
H 2.810653 1.071840 3.551786 0.010 0.024 0.032
H 3.394469 1.812791 2.058330 0.008 0.003 -0.019
H 0.362492 4.499784 1.482152 -0.028 -0.007 0.010
H 2.088507 4.143089 1.249696 -0.010 0.004 -0.035
H 1.459946 4.552046 2.842078 0.038 0.016 -0.002
C 3.967400 -2.196958 1.502319 -0.010 -0.022 0.020
N 2.908617 -3.199812 1.322554 0.011 -0.003 -0.064
C 3.150142 -4.535683 1.494854 -0.006 0.067 0.044
C 2.187890 -5.454012 1.290853 -0.011 -0.029 -0.025
C 0.904813 -4.988857 0.874647 0.165 0.066 0.094
N 0.673999 -3.670510 0.735990 -0.095 -0.550 -0.059
C 1.667284 -2.823637 0.941301 -0.223 0.035 -0.053
O 1.420951 -1.573723 0.766525 0.530 0.189 -0.050
N -0.078161 -5.838326 0.625663 -0.108 -0.025 -0.057
H 4.887362 -2.718027 1.748407 0.014 0.018 -0.012
H 3.705520 -1.525032 2.315868 0.023 -0.014 -0.006
H 4.098960 -1.636116 0.579961 -0.001 0.013 0.007
H 4.153312 -4.795279 1.801696 0.001 -0.016 -0.005
H 2.393035 -6.504701 1.427546 -0.011 -0.015 -0.006
H 0.060782 -6.832776 0.701654 0.006 0.006 0.008
H -0.961465 -5.504373 0.276628 0.000 0.026 0.013
```
Positions in Å, forces in eV/Å.

Here are the Mulliken charges for atoms 1 to 8, given in e: Pt 1.79; N -0.37; N -0.20; C 0.69; N -0.39; S -0.53; H -0.51; H 0.52


# 2
The following is a quantum chemistry calculation of the molecule C2H5NOS, from OMol25.

## Properties
LUMO: 0.65 eV
SMILES string: CN(S)C=O
DFT total energy: -607.35434 Ha
orbital gap: 10.07 eV

Structure (XYZ):
```
10
Properties=species:S:1:pos:R:3:forces:R:3
C -0.778207 0.907740 -0.109333 1.207 0.621 -0.331
C 1.478797 -0.239094 -0.048809 -0.249 -0.563 -0.787
H -0.329712 1.585391 -0.901430 -0.864 -0.648 0.831
H -1.782131 0.570291 -0.370863 0.192 0.315 -0.120
H -0.822934 1.502576 0.852009 0.213 -0.983 -0.816
H -1.168645 -1.910431 1.049182 -0.006 -0.022 0.401
H 1.654684 0.838390 -0.119261 0.802 0.251 0.223
N 0.060280 -0.329778 -0.078649 1.515 0.581 0.687
O 2.345988 -1.107516 -0.093858 -2.287 1.517 0.384
S -0.658122 -1.817573 -0.178986 -0.523 -1.069 -0.472
```
Positions in Å, forces in eV/Å.

Here are the Mulliken charges for atoms 1 to 8, given in e: C -0.72; C 0.14; H 0.31; H 0.30; H 0.27; H 0.13; H 0.27; N -0.04


# 3
The following is a quantum chemistry calculation of a cluster of 9 separate species, C29H31F7N2O21 in total, from OMol25.

## Properties
LUMO: 0.36 eV
SMILES string: O=C1OC[C@@H](F)O1.O=C1OC[C@@H](F)O1.O=C1OC[C@@H](F)O1.O=C1OC[C@@H](F)O1.O=C1OC[C@@H](F)O1.O=C1OC[C@@H](F)O1.O=C1OC[C@@H](F)O1.c1cc[nH]c1.c1cc[nH]c1
DFT total energy: -3512.32493 Ha
orbital gap: 8.28 eV

Structure (XYZ):
```
90
Properties=species:S:1:pos:R:3:forces:R:3
C -4.758572 14.064603 6.768276 0.065 -0.028 0.559
C -4.058198 15.389238 6.967551 1.331 1.952 0.804
O -4.878028 16.407455 6.385870 -0.571 -2.290 0.443
C -5.666093 15.690586 5.491398 0.295 1.413 0.033
O -6.241976 16.219315 4.596189 -0.343 -0.095 0.005
O -5.642271 14.401239 5.756986 -1.291 -0.402 -1.730
F -2.915903 15.482564 6.170496 -0.037 -0.845 0.567
H -5.354722 13.625747 7.576511 0.373 0.585 0.301
H -4.078885 13.311869 6.401446 0.411 -0.137 -0.101
H -3.756877 15.658714 8.006761 -0.383 -0.154 -0.851
C -15.705960 18.372290 5.686610 0.638 -1.026 0.883
C -15.575445 18.351317 7.196559 0.077 0.407 1.116
O -14.585098 17.366952 7.429092 -0.849 -0.130 0.925
C -14.509403 16.543623 6.387237 0.677 -0.628 -1.041
O -13.977098 15.464786 6.390245 -0.401 0.846 -0.076
O -15.034192 17.146803 5.295073 -0.179 -0.068 0.104
F -16.772802 18.082005 7.778328 -0.836 -1.329 0.243
H -15.113894 19.230054 5.463621 0.176 0.605 -1.425
H -16.722573 18.292285 5.299276 0.222 0.570 0.190
H -15.279203 19.200535 7.804966 0.526 0.426 -1.053
C -11.075286 13.938114 6.362405 -0.706 -0.313 1.465
C -10.421945 15.059022 5.686800 2.702 1.334 -1.720
O -9.059766 14.814773 5.987386 -0.136 0.154 0.767
C -9.060942 14.309368 7.268239 2.850 -0.054 0.273
O -8.043758 14.283001 7.924161 -1.529 -0.049 -0.515
O -10.247497 13.835767 7.576377 -0.692 -0.237 -0.488
F -10.703979 16.269320 6.332669 -0.564 -0.617 -0.628
H -11.039396 12.986973 5.846100 0.024 0.024 -0.266
H -12.061626 14.208516 6.680502 -0.636 -0.111 0.109
H -10.327809 15.198041 4.576576 -1.342 -0.080 1.021
C -8.502165 17.798529 3.305138 1.418 -0.955 -0.322
C -8.272726 18.914430 2.366105 0.803 1.992 -2.004
O -9.280426 19.842656 2.705513 -0.103 -0.704 0.520
C -10.320343 19.097438 3.226158 -1.194 0.962 -0.940
O -11.460552 19.478657 3.268127 1.510 -0.495 0.475
O -9.867682 17.873662 3.521067 -1.743 0.131 1.354
F -8.502702 18.658938 0.970252 0.529 -0.332 1.815
H -7.799878 17.900499 4.155190 -1.017 0.214 0.043
H -8.343368 16.806753 2.937668 0.521 -0.442 -0.653
H -7.278058 19.401603 2.463898 -0.738 -0.373 -0.319
C -10.677204 24.172454 4.283404 1.572 0.080 -0.693
C -9.625744 24.815563 3.290394 -1.672 -0.166 -0.645
O -8.410032 24.732992 3.890346 0.543 0.238 1.502
C -8.520046 24.195966 5.185846 -1.090 -0.235 -3.049
O -7.586024 23.910400 5.820316 1.291 0.064 1.568
O -9.782922 23.863507 5.400168 -1.623 -0.043 0.328
F -10.031222 26.142826 3.090403 0.580 -0.715 0.067
H -11.201142 23.272760 3.881785 0.791 0.466 0.564
H -11.415669 24.927750 4.558242 0.252 -0.116 0.226
H -9.489357 24.332173 2.310518 -0.625 0.386 0.189
C -7.000899 22.731102 9.492442 -0.672 2.107 -3.683
C -5.941289 22.009161 10.192844 2.624 -1.628 0.587
O -6.616279 21.012420 10.917762 0.417 0.077 -0.545
C -7.943734 21.164768 10.733615 0.620 0.501 1.478
O -8.728418 20.554335 11.367585 -1.294 -1.010 0.053
O -8.209690 22.186527 9.946810 -0.763 0.183 -0.164
F -5.151265 22.730541 11.093415 -1.062 -0.122 -0.734
H -6.983798 22.598920 8.326166 0.235 0.087 2.185
H -6.979718 23.819894 9.651917 -0.029 -0.396 0.228
H -5.231570 21.516883 9.505639 -0.156 0.286 0.396
C -11.689262 20.790752 9.595636 2.403 0.814 1.710
C -11.825137 22.263572 9.445683 -0.965 0.398 1.095
O -13.259748 22.380883 9.341971 0.180 0.143 -0.256
C -13.742212 21.212020 8.830094 -0.898 -0.477 1.394
O -14.909522 20.982507 8.591787 2.308 0.720 -0.100
O -12.727101 20.295627 8.851511 -2.128 -0.941 -0.914
F -11.323009 22.788681 8.312561 0.505 0.185 -0.316
H -11.709649 20.654246 10.735653 -0.440 -0.680 -1.604
H -10.711143 20.482218 9.219355 -0.266 -0.371 -0.014
H -11.421784 22.751013 10.358549 -0.510 0.374 -0.888
N -9.898535 17.852316 11.031736 -2.548 -2.204 0.474
C -10.809320 17.506508 12.006903 -0.135 -0.283 0.889
C -11.741857 16.656295 11.453853 -0.072 0.336 0.262
C -11.441360 16.532660 10.068534 1.036 0.830 1.093
C -10.280711 17.254968 9.883500 -1.150 -0.504 -0.153
H -9.208795 18.510487 11.038808 2.037 1.979 0.630
H -10.764702 17.770659 13.074205 0.375 0.154 -0.888
H -12.531606 16.184142 12.040124 0.194 0.219 -0.430
H -12.020500 16.089288 9.314290 -0.453 -0.758 -0.748
H -9.706449 17.378308 9.019058 0.647 0.279 -1.190
N -9.135765 18.723508 6.386549 3.267 2.917 0.643
C -9.838130 19.889360 6.534949 -0.633 -0.846 -0.248
C -8.970132 20.929318 6.737860 0.655 -0.995 -0.381
C -7.640211 20.345762 6.676300 -1.381 2.187 0.196
C -7.758880 19.048827 6.493490 -2.949 -1.893 -0.363
H -9.467068 17.824501 6.288771 -1.075 -1.941 -0.209
H -10.903386 19.755198 6.370731 0.047 0.746 0.374
H -9.191082 21.963671 6.818853 -0.274 0.483 0.093
H -6.732370 20.859806 6.578330 1.054 0.768 0.283
H -7.045614 18.317634 6.351736 1.372 -1.404 -0.174
```
Positions in Å, forces in eV/Å.

Here are the Mulliken charges for atoms 1 to 8, given in e: C -0.35; C 0.24; O -0.29; C 0.70; O -0.55; O -0.30; F -0.30; H 0.30


# 4
The following is a quantum chemistry calculation of a structure of composition C22H23MnN4O9S4, from OMol25.

## Properties
LUMO (alpha / beta): 2.31 / 2.31 eV
DFT total energy: -4492.23036 Ha
multiplicity: 2
orbital gap (alpha / beta): 7.60 / 7.61 eV
total charge: -1

Structure (XYZ):
```
63
Properties=species:S:1:pos:R:3:forces:R:3
Mn 1.613084 -0.045487 -0.079207 0.513 1.282 0.818
O -1.052634 -0.265893 -0.633543 -0.833 -0.071 0.210
C -1.908413 -0.900688 0.319077 0.925 -0.230 0.730
C -0.930016 -1.463651 1.477263 -0.893 0.397 -1.093
O -1.429266 -2.017450 2.444255 -0.044 -0.304 0.427
O 0.275010 -1.262430 1.229087 1.464 0.222 -0.350
C -2.628052 -2.071443 -0.301613 -0.038 -0.148 -0.305
C -3.503457 -2.848636 0.456162 0.024 0.096 0.005
C -4.199417 -3.897765 -0.114189 -0.067 -0.029 0.013
C -4.040185 -4.198826 -1.455942 0.009 -0.043 -0.059
C -3.133928 -3.468904 -2.204261 -0.095 -0.162 -0.159
C -2.420038 -2.429908 -1.632302 0.056 0.236 0.175
C -2.829441 0.138604 0.929927 -0.163 0.339 -0.016
C -3.489862 -0.068119 2.137349 -0.015 -0.107 0.081
C -4.227658 0.941577 2.727376 -0.111 0.050 0.064
C -4.329706 2.185849 2.128746 -0.031 0.055 -0.045
C -3.691097 2.400189 0.918733 -0.137 0.099 0.063
C -2.955934 1.390056 0.327640 -0.098 -0.143 -0.068
H -0.732108 0.540189 -0.155416 -0.102 -0.210 -0.293
H -3.612636 -2.648626 1.506558 -0.047 0.044 0.107
H -4.874299 -4.486904 0.491520 -0.036 -0.007 0.075
H -4.605257 -5.003841 -1.906378 0.002 -0.043 -0.034
H -2.988011 -3.713681 -3.247823 0.086 0.012 -0.056
H -1.686707 -1.901813 -2.220653 0.011 0.090 -0.077
H -3.376255 -1.005428 2.655567 0.048 -0.021 0.008
H -4.709010 0.750218 3.677705 -0.034 0.021 0.036
H -4.893371 2.979948 2.599468 -0.027 0.039 0.030
H -3.745818 3.363716 0.432163 -0.007 0.076 -0.018
H -2.464419 1.604043 -0.608479 0.081 -0.004 -0.037
N 5.241150 -1.606946 -0.155319 -0.106 -0.362 0.305
C 4.882966 -0.592314 -0.959190 1.189 0.173 -0.494
N 3.688296 -0.330369 -1.392546 -1.182 -0.051 0.520
C 3.698419 0.644946 -2.357197 1.036 0.444 -0.195
C 4.925697 1.157608 -2.651825 -0.319 -0.259 0.153
S 6.143813 0.395912 -1.700941 -0.525 -0.250 0.137
C 2.454460 1.057020 -2.971556 -0.248 0.586 -0.881
C 2.367002 1.946774 -3.994989 -0.098 -0.203 0.223
S 0.725125 2.195714 -4.447944 -0.009 -0.404 0.439
C 0.260422 1.023299 -3.216612 0.254 0.439 -0.903
N 1.254574 0.533858 -2.540392 -0.150 -0.425 0.618
N -1.024121 0.636212 -3.136532 -0.471 -0.034 0.104
H 4.426533 -1.953959 0.373077 0.374 0.009 -0.150
H 6.044084 -1.436252 0.434560 -0.119 0.005 -0.065
H 5.197096 1.920286 -3.350829 -0.092 0.235 -0.141
H 3.145940 2.481242 -4.498718 0.230 0.055 -0.005
H -1.706252 1.246165 -3.558485 0.057 -0.059 0.094
H -1.276026 0.203640 -2.240681 -0.083 0.033 -0.059
C 1.669522 3.550897 1.752893 -0.287 -0.762 -0.736
S 0.938143 2.774792 0.301976 -0.577 1.679 -0.418
O 2.038645 2.264921 -0.521824 0.341 -0.828 0.174
O 0.133849 3.773011 -0.379100 0.277 -0.135 0.329
O 0.116703 1.649196 0.794170 0.521 -0.941 0.050
H 2.178937 4.451747 1.437932 0.060 0.105 -0.101
H 2.349083 2.801351 2.135870 0.175 0.049 0.253
H 0.870129 3.760760 2.447383 -0.188 0.096 0.158
C 2.217029 -1.132904 3.569349 0.219 0.255 -0.875
S 3.201628 -0.671465 2.138673 1.162 -0.890 1.470
O 4.598619 -0.726435 2.538385 -0.241 0.124 0.216
O 2.785213 0.678742 1.732872 -0.904 -0.427 -0.956
O 2.918579 -1.655442 1.070040 -0.721 0.300 0.194
H 2.150901 -0.270334 4.216398 0.106 0.170 0.191
H 2.711319 -1.966151 4.045380 0.116 -0.170 0.119
H 1.241428 -1.400416 3.186933 -0.240 -0.095 0.000
```
Positions in Å, forces in eV/Å.

Here are the Mulliken charges for atoms 1 to 8, given in e: Mn 1.31; O 0.66; C 2.89; C -0.54; O -0.76; O -0.59; C -0.29; C -0.11